Below is a 9-piece molecular cluster, C25H63BN5O16 overall, with properties calculated with the ωB97M-V functional and the def2-TZVPD basis.

Geometry as XYZ:
```
110
Properties=species:S:1:pos:R:3:forces:R:3
O -0.519962 -0.578731 -3.231697 1.78 0.70 0.62
C 0.402208 -0.395451 -2.456867 -1.51 -0.98 -1.31
O 0.243868 -0.209271 -1.185397 -0.49 0.88 0.98
B 1.508558 -0.322781 -0.452877 -0.60 0.06 0.28
O 2.415518 -0.824951 -1.459727 0.94 0.33 -0.78
C 1.909408 -0.628751 -2.679707 1.57 -1.30 -2.65
O 2.505258 -0.795171 -3.757847 -1.63 0.60 3.23
O 1.236818 -1.248461 0.678373 0.67 0.38 0.90
C 1.492798 -0.649351 1.835133 -0.07 0.28 1.64
O 1.256688 -1.060091 2.975633 0.75 1.07 -2.90
C 2.054908 0.810059 1.495143 -1.07 2.46 1.28
O 1.966288 0.965169 0.154723 0.36 -0.88 1.54
O 2.244398 1.723209 2.330053 -0.24 -3.16 -2.68
C -1.405782 -0.110891 4.951283 0.53 -0.14 -0.03
C -1.144192 0.683329 6.233313 -1.16 0.47 -1.08
C 0.325188 1.181029 6.233943 -1.11 -0.84 0.02
O 0.674918 1.814859 7.430433 0.28 1.05 0.77
C 0.331358 3.202439 7.660493 -0.08 -0.94 0.62
N -2.185832 1.737479 6.299303 0.50 0.68 0.41
H -2.460462 -0.270011 4.726713 -0.04 0.29 0.22
H -0.931962 -1.092071 4.921703 0.20 0.01 0.19
H -0.940972 0.466679 4.152243 -0.19 -0.07 -0.39
H -1.458762 0.123689 7.114193 1.01 -0.49 0.15
H 0.591818 1.761159 5.350503 -0.39 0.39 -0.18
H 0.907608 0.266939 6.118493 0.43 0.03 0.41
H -0.541462 3.558509 7.113233 0.45 0.06 -0.46
H 1.188428 3.873339 7.602143 0.12 -0.11 -0.68
H 0.038728 3.269329 8.708343 -0.09 -0.20 0.16
H -2.100222 2.427819 5.567043 0.06 -0.17 -0.88
H -1.898522 2.310289 7.079963 -0.50 -0.07 0.62
C -5.253292 -4.918931 3.703933 1.19 0.31 0.21
C -4.514642 -4.361591 2.438203 -2.25 0.42 0.82
C -3.219702 -3.536801 2.657853 -2.70 0.25 -0.74
O -2.999362 -2.936971 1.342893 0.60 -0.93 2.31
C -2.046082 -1.909571 1.426303 0.77 0.70 -1.79
N -4.297062 -5.511761 1.572583 0.72 0.48 0.64
H -4.622492 -5.656621 4.199903 0.39 -0.01 0.18
H -6.163502 -5.494141 3.534353 -0.08 0.44 -0.68
H -5.453102 -4.141631 4.441483 -0.07 0.10 -0.05
H -5.250592 -3.716661 1.958063 0.17 0.34 -0.14
H -2.491932 -4.209991 3.110923 0.88 0.19 -0.59
H -3.436752 -2.732541 3.360813 0.15 0.13 0.19
H -1.138912 -2.117001 1.993863 -0.11 -0.38 0.20
H -2.392462 -0.910941 1.692473 -0.72 -0.12 0.74
H -1.763802 -1.744491 0.386513 0.45 -0.09 -0.09
H -3.630692 -5.908251 2.219763 0.54 -1.60 -0.50
H -3.708452 -5.136231 0.842773 0.13 -0.19 -0.68
C 5.213088 2.356709 -1.191827 0.13 1.88 3.15
C 6.206578 1.302919 -1.463327 -0.37 -1.51 1.53
C 5.802238 0.033649 -0.571107 0.13 1.54 -1.01
O 5.937838 0.326649 0.826733 0.49 -0.42 -1.33
C 6.342688 -0.728601 1.675143 -0.49 0.91 0.62
N 6.048258 1.103579 -2.873407 -0.15 -0.86 -1.46
H 5.631168 3.312929 -1.506417 -0.60 0.16 -0.82
H 5.137098 2.556609 -0.123017 -0.19 -0.15 0.40
H 4.197918 2.100819 -1.495227 0.17 0.16 -0.45
H 7.237598 1.637119 -1.347567 0.01 -0.12 0.80
H 6.308238 -0.845141 -0.970847 0.42 -0.23 0.60
H 4.740628 -0.093851 -0.782817 -0.18 -0.23 -0.05
H 6.466678 -0.185971 2.612303 0.48 -0.36 0.22
H 7.261638 -1.232311 1.375273 0.04 0.04 -0.15
H 5.549048 -1.445261 1.886383 -0.14 -0.31 -0.42
H 5.253378 0.493109 -2.998217 -0.18 -0.74 -0.26
H 5.583768 1.978619 -3.069997 0.36 0.18 -1.36
C -2.577392 0.830019 -5.138097 -0.26 1.87 -0.15
C -2.936482 -0.394441 -5.856207 -0.08 -2.34 -1.20
C -2.107902 -0.436421 -7.183557 -0.33 0.58 0.35
O -2.384912 -1.579871 -8.028997 -0.94 0.57 1.06
C -1.413312 -1.881571 -8.967487 1.36 -0.40 -0.13
N -2.622782 -1.554041 -5.019337 0.15 -0.01 -0.33
H -1.488012 0.852879 -5.109117 -0.01 0.54 0.25
H -2.999172 1.000869 -4.147637 0.10 -0.78 0.17
H -3.011292 1.662539 -5.691927 0.51 0.44 -0.26
H -3.989012 -0.471121 -6.128987 -0.22 0.32 -0.07
H -1.056082 -0.307221 -6.928467 0.39 -0.82 0.10
H -2.313182 0.524279 -7.655797 -0.44 -0.03 -0.88
H -1.627372 -2.669401 -9.689707 -1.44 0.30 -0.16
H -0.570362 -2.410811 -8.523147 0.55 0.60 0.62
H -1.080182 -0.995331 -9.507587 0.18 0.07 -0.10
H -2.086042 -2.148511 -5.634647 0.00 -0.70 0.22
H -1.959382 -1.209561 -4.340117 0.06 -0.38 0.24
C -2.848832 2.409869 2.316153 1.16 0.09 -1.13
C -1.378292 2.791999 1.859373 -0.64 1.61 -0.88
C -0.994962 2.462859 0.348003 -0.80 -0.73 0.44
O -1.966772 3.080149 -0.503927 -0.30 -0.15 0.25
C -2.132152 2.499619 -1.797557 0.15 -0.40 1.05
N -1.233152 4.269699 1.988583 -0.38 -0.73 0.83
H -3.162112 2.870509 3.253043 0.70 -0.20 0.30
H -2.848212 1.320979 2.365333 -0.56 -0.01 0.15
H -3.610792 2.781119 1.630813 0.20 -0.28 -0.47
H -0.721462 2.302849 2.578683 0.39 -0.02 -0.28
H -0.904092 1.388389 0.188753 -0.81 -0.40 -0.07
H -0.012922 2.767979 -0.013377 0.37 0.71 0.81
H -3.149892 2.690339 -2.138027 0.11 0.32 -0.03
H -2.038132 1.418989 -1.690347 0.14 -0.18 -0.31
H -1.389332 2.877119 -2.500277 0.01 0.02 -0.15
H -1.797832 4.647229 1.241103 0.12 0.35 -0.13
H -0.269062 4.537129 1.850383 0.16 0.06 -0.26
O 2.323548 4.570689 1.874843 -0.13 0.57 -0.20
H 2.294388 5.064009 2.694603 0.02 0.17 0.17
H 2.266078 3.653979 2.144223 0.09 -0.74 -0.02
O 1.315488 -3.775001 2.956833 0.13 -0.88 0.17
H 0.688268 -3.874541 2.240653 -0.11 0.02 -0.20
H 1.689888 -2.903441 2.828553 -0.16 0.35 0.14
C 2.028508 -1.441641 -7.840947 -0.04 0.38 2.38
O 1.592638 -0.778241 -6.595797 -0.24 -0.26 -1.49
H 1.224248 -1.431961 -8.576587 0.31 0.30 0.04
H 2.946928 -0.927081 -8.123477 -0.14 -0.17 -0.58
H 2.249198 -2.470431 -7.556347 0.14 -0.16 -0.50
H 1.820028 -1.332251 -5.845487 0.09 0.11 0.15
```
Forces are in eV/Å.

## Properties
gap between HOMO and LUMO	8.83	eV
multiplicity	1
energy relative to the best compared isomer or geometry (same formula, charge and spin)	56.0	kcal/mol
lowest unoccupied orbital energy	2.001	eV
total charge	-1